A 5-piece molecular cluster, C17H48N6O5 overall at a distorted geometry. Source: OMol25; level of theory: ωB97M-V with the def2-TZVPD basis set.

total charge: 0
2S+1: 1

Structure (XYZ):
```
76
Properties=species:S:1:pos:R:3:forces:R:3
O 15.1704 4.7394 8.1351 -0.54 0.58 -1.22
O 17.3876 -2.0772 3.0826 -0.73 -0.17 1.27
O 11.4717 10.2652 15.2855 2.03 0.36 -2.63
O 9.0020 1.3110 6.7067 0.86 2.83 0.20
O 10.1934 12.1723 3.1935 0.69 0.10 1.44
N 15.3306 0.9433 4.1943 -2.39 0.38 0.67
N 13.7708 11.2796 13.5271 -0.82 0.23 -1.71
N 9.6819 -0.7052 5.9795 1.82 -0.55 -0.79
N 9.3241 11.3261 6.1080 -1.63 -0.92 -0.18
N 13.7318 8.1055 8.5446 0.64 0.55 2.17
N 7.6922 -0.4741 6.7988 -2.75 -1.17 0.46
C 15.4314 4.3512 9.4548 0.15 0.63 0.41
C 13.6540 6.7070 8.1808 0.00 1.37 -1.25
C 14.8438 9.2420 13.7829 1.17 -1.55 -0.26
C 17.6054 -3.5179 3.1640 -0.90 0.70 -0.45
C 17.6230 0.8003 4.1873 1.05 -2.23 -1.14
C 9.6306 13.1459 2.3154 0.14 -0.12 0.76
C 12.6203 6.6644 7.0904 -0.66 -1.65 -0.79
C 10.6295 12.6236 4.5833 -0.04 0.97 -2.73
C 12.8035 9.7696 15.2081 0.08 -1.19 -0.64
C 16.3874 -1.4658 4.0066 0.77 1.36 -1.10
C 13.4866 9.8226 13.7387 -0.91 3.69 2.94
C 10.7965 10.2381 16.4770 -0.18 -0.35 0.34
C 15.0526 6.1541 7.8047 -0.68 -1.55 1.32
C 8.8154 0.1666 6.4555 -1.46 -0.39 1.67
C 9.6955 13.6265 6.8342 1.22 -0.05 -1.56
C 9.4998 12.6501 5.5883 0.50 0.80 2.34
C 16.3289 0.1197 3.6220 3.08 -0.55 0.53
H 16.3852 0.2916 2.5471 -0.44 -0.61 -0.12
H 18.5118 -3.8319 2.6462 0.50 0.79 0.40
H 12.8145 8.7445 15.5783 -0.07 -0.48 0.02
H 12.9905 11.8872 13.3220 -0.21 -0.38 0.12
H 17.6867 1.8654 3.9643 -0.21 -0.07 0.24
H 10.3515 9.2510 16.6023 -0.55 -0.05 0.19
H 15.4295 -1.9843 4.0479 -0.19 0.05 -0.83
H 12.7984 9.4555 12.9774 0.25 0.03 -0.03
H 15.4544 9.6138 14.6058 -0.34 0.01 0.39
H 15.0514 4.9756 10.2634 -0.89 0.48 -0.22
H 16.4940 4.4308 9.6844 0.42 -0.75 -0.28
H 14.3930 8.1038 9.3080 -0.06 0.53 0.71
H 10.6493 13.4546 7.3330 -0.14 -0.83 0.47
H 16.6967 -1.4708 5.0518 0.66 -0.28 0.10
H 9.1894 12.6298 1.4627 -0.47 -0.27 0.43
H 7.0184 -0.0145 7.3945 0.20 0.00 -0.29
H 9.2250 -1.4040 5.4111 1.38 -0.13 -0.32
H 16.8749 -4.0430 2.5487 -0.68 0.06 0.28
H 11.1340 13.5808 4.4510 -0.15 0.37 -0.03
H 8.9250 13.7429 2.8931 -0.40 0.13 -0.41
H 15.4507 9.5092 12.9178 -0.40 0.03 -0.31
H 15.5192 1.8714 3.8434 -0.49 0.20 -0.73
H 10.3261 13.8208 1.8165 0.68 0.15 0.49
H 9.1624 10.7283 5.3101 0.10 -0.56 0.30
H 11.4234 11.9302 4.8606 -0.34 -0.21 0.06
H 12.6789 7.3704 6.2620 0.81 0.03 0.02
H 11.5915 6.7985 7.4246 0.15 -0.03 0.57
H 8.8491 13.6190 7.5210 0.17 -0.16 -0.17
H 18.4748 0.3060 3.7202 0.41 0.19 -0.10
H 14.4120 11.8007 14.1080 0.06 -0.81 0.37
H 8.5429 12.9782 5.1822 0.12 -0.14 -0.60
H 13.2226 6.1447 9.0089 0.36 0.05 0.27
H 7.7623 -1.4788 6.8751 -0.31 0.31 0.24
H 15.8206 6.6524 8.3962 0.09 0.45 -0.18
H 17.7330 0.5292 5.2374 -0.22 0.55 0.24
H 11.4267 10.3808 17.3549 0.16 0.48 0.11
H 17.5807 -3.9150 4.1788 0.09 0.18 0.07
H 10.0754 11.0397 16.3180 -0.37 -0.25 0.85
H 13.4749 10.3176 15.8692 0.04 0.35 0.06
H 9.9868 10.9275 6.7577 0.30 0.42 -0.26
H 10.5924 -0.2681 5.9738 0.27 -0.90 -1.18
H 14.1726 8.7733 7.9283 -0.19 -0.47 -0.99
H 9.9324 14.6363 6.4994 -0.76 0.30 -0.32
H 12.6830 5.6394 6.7252 -0.34 -0.05 -0.65
H 14.9791 3.3682 9.5862 0.51 -0.09 0.05
H 15.6136 1.1475 5.1420 -0.32 -0.56 0.70
H 15.2167 6.2606 6.7324 0.23 -0.10 0.08
H 14.8262 8.1532 13.8310 0.07 -0.11 0.17
```
Positions in Å, forces in eV/Å.

A 5-piece molecular cluster, C17H48N6O5 overall at a distorted geometry. Source: OMol25; level of theory: ωB97M-V with the def2-TZVPD basis set.

total charge: 0
2S+1: 1

Structure (XYZ):
```
76
Properties=species:S:1:pos:R:3:forces:R:3
O -15.7620 10.5452 -0.6531 0.33 -1.16 2.07
O -22.8383 7.6162 4.4177 1.53 -3.01 -0.54
O -17.4724 7.9531 1.5130 1.01 -1.57 1.54
O -20.7024 4.8612 1.3063 2.57 0.60 -1.57
O -19.4027 14.0293 -1.3419 0.20 -1.57 -0.64
N -25.9169 6.9603 6.2590 0.66 0.89 -0.17
N -19.6704 8.1022 0.9603 -0.49 -0.65 0.70
N -18.6673 3.5581 2.9804 -1.86 0.13 -0.39
N -15.4948 10.0004 2.0731 1.15 0.22 1.22
N -20.0442 10.3317 -1.6105 1.13 -0.86 -1.24
N -18.2355 9.7029 0.4155 -0.46 2.44 -0.22
C -15.6235 11.3770 1.6350 -1.02 -1.05 -1.94
C -21.3425 5.2066 0.0891 -2.81 0.17 1.40
C -16.8825 4.4507 1.8965 0.20 0.51 -1.64
C -15.6217 10.6952 -2.0238 -0.37 1.03 0.27
C -23.9034 6.7599 4.9061 1.41 1.10 0.37
C -19.1593 12.6618 -1.6144 -0.30 -1.60 1.47
C -24.1854 8.7292 6.5845 0.81 -1.08 0.95
C -15.1193 11.5358 0.2002 -0.72 -0.20 -2.39
C -19.2844 4.8279 0.9218 0.87 -0.99 0.74
C -21.7446 6.7681 3.8275 -0.58 1.59 -0.17
C -19.2436 14.8088 -2.4639 -0.08 3.05 -1.25
C -14.9728 12.2898 2.5965 1.53 0.03 -0.04
C -20.3631 11.7117 -1.4171 -3.18 0.96 2.13
C -18.3696 4.7167 2.1240 1.40 -0.44 1.91
C -24.8217 7.7093 5.6350 -0.76 1.29 -0.75
C -20.9964 11.8445 0.0537 0.41 0.41 -1.04
C -18.3968 8.5796 1.0540 -0.17 -0.79 -1.12
H -19.6068 3.7503 3.2974 -0.36 -0.64 0.49
H -16.3387 4.1145 2.7793 -0.42 0.26 0.29
H -22.3405 5.5054 0.4099 -0.32 0.37 0.14
H -18.7089 14.5237 -3.3699 0.08 -1.51 0.25
H -15.0624 11.8482 3.5891 -0.47 0.74 0.25
H -19.7255 10.2260 -2.5631 0.59 -0.20 -0.21
H -17.3356 10.1485 0.3069 -0.17 -0.28 -0.35
H -18.9560 5.6962 0.3506 -0.40 0.39 0.10
H -18.6886 12.4588 -2.5764 0.00 0.33 -0.13
H -26.2151 6.3383 5.5211 -0.39 -0.57 0.33
H -20.8030 9.6653 -1.5941 -0.65 0.49 0.42
H -19.0621 4.0012 0.2472 -0.46 -0.49 -0.01
H -16.1929 11.6027 -2.2196 -0.05 0.24 -1.01
H -21.3212 5.9708 4.4385 -0.86 -0.22 0.44
H -21.2233 12.8949 0.2359 0.44 0.06 0.24
H -18.4991 12.3083 -0.8224 0.61 0.03 -0.08
H -23.5742 5.9648 5.5751 0.75 0.16 0.58
H -21.6426 4.3428 -0.5041 1.11 -0.07 -0.62
H -24.9119 9.1474 7.2811 -0.35 0.33 -0.58
H -15.8816 10.1081 2.9999 0.14 -0.85 0.52
H -16.8420 3.5985 1.2180 0.32 0.04 -0.29
H -23.4993 8.2472 7.2811 0.32 -0.39 0.04
H -25.2046 8.3800 4.8658 -0.63 -0.23 -0.30
H -16.3412 5.3097 1.5001 -0.03 -0.04 -0.23
H -20.8598 7.3752 3.6363 -0.31 0.63 0.08
H -13.9007 12.2226 2.4113 0.27 0.18 0.01
H -20.3770 8.6255 0.4635 0.07 -0.48 0.34
H -15.2579 13.3306 2.4432 -0.23 -0.10 0.53
H -16.0791 9.2923 1.6521 -0.11 0.03 -0.55
H -18.6568 15.7003 -2.2425 0.00 0.21 0.68
H -23.5631 9.4750 6.0899 -0.45 0.03 -0.14
H -21.9702 11.3708 0.1777 -0.04 -0.39 -0.57
H -18.4381 5.6337 2.7093 -0.21 0.39 -0.04
H -19.0661 10.0229 -0.0616 0.78 0.46 -0.50
H -20.3685 11.4050 0.8287 0.29 0.36 0.00
H -22.0499 6.4101 2.8443 -0.23 -0.33 0.20
H -14.0606 11.4922 -0.0555 0.50 -0.42 1.05
H -14.5902 10.8588 -2.3359 0.21 -0.19 -0.06
H -16.7014 11.5378 1.6563 -0.31 0.92 -0.52
H -21.2333 11.9393 -2.0328 0.17 0.76 -0.56
H -20.1794 15.2228 -2.8394 -0.44 -0.23 0.09
H -15.3969 12.4494 -0.3256 -0.36 0.91 0.77
H -16.0669 9.8361 -2.5256 0.11 0.05 0.07
H -20.9574 6.1084 -0.3867 0.53 -0.52 -0.43
H -18.0654 3.5525 3.7914 0.01 0.15 0.02
H -24.3693 6.1450 4.1361 -0.42 0.57 -0.66
H -19.7846 7.1572 1.2981 -0.57 0.38 -0.07
H -25.4094 6.4489 6.9669 -0.52 -0.73 0.33
```
Positions in Å, forces in eV/Å.

A 8-piece molecular cluster, C17H49NO8S7 overall at a distorted geometry. Source: OMol25; level of theory: ωB97M-V with the def2-TZVPD basis set.

total charge: 0
2S+1: 1

Structure (XYZ):
```
82
Properties=species:S:1:pos:R:3:forces:R:3
S -16.5557 3.2817 24.4055 -0.20 0.92 0.50
S -17.6960 3.3430 17.9706 0.26 0.00 -0.79
S -13.9146 8.0523 23.7445 -1.24 -0.09 0.49
S -20.6909 -0.0371 21.8134 0.93 -0.24 0.00
S -17.2062 8.5547 18.7698 -0.31 0.38 0.50
S -19.8039 5.8413 20.7850 0.80 0.10 0.05
S -22.2731 10.1710 21.2404 0.16 -0.61 -0.68
O -16.3225 4.7369 24.0688 -0.14 -0.78 -0.12
O -19.7809 4.9462 19.5775 -0.39 0.27 0.83
O -19.3033 0.5132 21.5848 -0.85 0.04 0.12
O -17.3926 8.8256 20.2482 -0.16 -0.28 -1.00
O -22.5106 10.6217 19.8221 0.35 -0.13 0.84
O -14.2601 9.4239 24.2297 0.33 -0.28 -0.03
O -17.6941 2.7545 16.5844 0.28 0.24 0.79
O -21.7752 7.5111 24.5340 -0.35 -0.16 0.01
N -19.7778 7.5263 25.6077 0.45 0.50 -0.66
C -19.0147 7.7163 26.8239 -0.50 0.68 0.15
C -20.4685 10.0534 21.5205 -0.50 0.02 -0.49
C -20.8142 -1.3892 20.6342 0.13 -0.05 -0.75
C -16.7477 3.3297 26.2175 0.61 0.00 0.20
C -18.1281 5.7199 21.4702 0.35 0.32 -0.33
C -19.0153 7.7711 24.3957 0.45 -0.18 -0.26
C -14.3730 6.9074 25.1054 0.19 -0.20 -0.21
C -21.8768 1.1166 21.1123 -0.10 0.64 0.16
C -16.9373 10.1466 17.9723 0.01 -0.38 -0.12
C -20.6816 5.0361 22.1433 0.00 -0.51 -0.13
C -21.1234 7.4156 25.5527 0.71 -0.05 0.38
C -16.1142 4.2553 18.2056 -0.29 -0.43 0.09
C -18.2675 2.9220 24.0056 -0.31 -0.55 -0.18
C -17.3302 2.0112 19.1233 0.46 -0.29 0.40
C -15.2961 7.5601 22.6712 0.88 -0.30 -0.73
C -22.5581 8.3542 21.1911 -0.03 0.26 0.22
C -18.8474 8.2226 18.0469 -0.37 0.81 0.88
H -21.7079 -1.9981 20.7585 -0.16 0.23 0.02
H -23.6316 8.1916 21.2643 -0.04 0.11 -0.13
H -18.6409 8.7448 26.8580 0.09 -0.03 -0.09
H -15.2764 3.5928 17.9900 -0.01 -0.01 -0.04
H -20.0310 11.0464 21.5900 -0.16 0.08 -0.02
H -18.9434 3.5779 24.5523 0.05 0.15 -0.09
H -21.7305 5.0063 21.8505 0.00 -0.11 0.01
H -16.0693 4.6015 19.2390 -0.03 -0.04 0.03
H -18.4147 2.9748 22.9264 0.21 0.37 0.03
H -15.1470 8.0211 21.6924 -0.02 0.24 0.18
H -18.5454 8.7565 24.3248 -0.02 0.08 0.56
H -14.3168 5.8566 24.8205 0.14 0.13 -0.42
H -19.6036 7.7113 23.4853 -0.33 -0.40 0.21
H -18.8472 7.9544 16.9948 0.33 -0.39 0.08
H -18.5099 1.8755 24.2108 0.24 0.03 0.34
H -20.6025 5.5593 23.0964 0.12 0.36 -0.22
H -15.4164 7.0784 25.3636 0.06 0.31 0.17
H -15.2004 6.4837 22.5110 -0.30 -0.04 0.23
H -19.2777 7.4870 18.7204 0.06 -0.55 -0.42
H -21.5087 7.1764 26.5584 -0.47 0.13 -0.13
H -17.7347 4.7113 21.3428 -0.35 -0.16 0.17
H -16.4066 1.4700 18.9022 -0.01 0.19 -0.39
H -19.5063 9.0908 18.1621 0.32 0.19 0.01
H -18.2243 7.0175 24.3854 0.14 0.08 -0.26
H -16.0001 10.5531 18.3426 0.05 -0.02 -0.04
H -17.2128 2.4063 20.1351 -0.25 0.15 -0.05
H -21.8304 1.2718 20.0353 0.19 -0.29 -0.03
H -16.0907 5.1207 17.5482 -0.17 -0.07 -0.12
H -16.2705 7.8604 23.0444 0.10 -0.03 0.35
H -16.8679 9.9037 16.9102 0.08 0.26 -0.04
H -17.4812 6.3763 20.8825 -0.26 0.09 -0.12
H -17.3307 2.5082 26.6285 -0.13 0.02 -0.16
H -20.7326 -0.9680 19.6291 -0.35 0.06 0.03
H -22.1848 7.9729 20.2418 0.04 0.17 -0.07
H -18.1470 1.2932 19.1273 -0.15 0.18 -0.05
H -22.0883 7.8265 22.0210 0.08 0.24 0.13
H -18.1464 7.0626 26.8805 -0.14 -0.27 0.04
H -21.6251 2.0669 21.5904 0.13 -0.05 -0.05
H -20.0342 9.5217 20.6744 0.09 -0.06 0.10
H -15.7524 3.2990 26.6677 0.06 -0.23 -0.25
H -20.2767 4.0315 22.2766 -0.14 -0.05 -0.18
H -20.3118 9.5140 22.4471 0.01 -0.08 0.14
H -13.6897 7.0458 25.9418 -0.12 0.37 0.01
H -17.7566 10.8361 18.1635 -0.07 -0.08 0.09
H -18.0292 6.0656 22.4966 -0.27 -0.23 0.04
H -19.9452 -2.0435 20.7015 0.05 0.16 0.61
H -17.1220 4.3134 26.5028 -0.47 -0.09 -0.32
H -19.6756 7.6340 27.6868 0.13 -0.40 0.05
H -22.8946 0.9034 21.4408 0.06 -0.40 -0.09
```
Positions in Å, forces in eV/Å.

Energy above the lowest of the compared OMol25 structures with the same formula, charge and spin
In order: 109.3; 80.1; 0.0
Unit: kcal/mol